Record 1
DFT (the ωB97M-V functional and the def2-TZVPD basis) results for C41H55N8O5P2SSe2Si2Ta as an isolated structure.

ORCA input file:
```
! RIJCOSX wB97M-V def2-TZVPD def2/J DEFGRID3
* xyz 2 1
Ta 0.125 0.927 1.494
C -3.022 3.541 2.748
Si -3.464 1.809 2.124
C -4.999 1.296 3.075
C -4.130 2.074 0.386
C -1.957 0.642 2.401
C -1.427 0.992 3.760
C -2.015 1.107 5.016
C -1.214 1.465 6.085
C 0.148 1.709 5.907
C 0.680 1.566 4.647
N -0.112 1.202 3.629
Si -2.335 -1.275 2.539
C -3.895 -1.667 3.495
C -2.470 -2.121 0.872
C -0.940 -1.988 3.586
H -3.916 4.166 2.661
H -2.197 3.962 2.174
H -2.722 3.560 3.796
H -5.662 2.165 3.097
H -4.857 0.973 4.103
H -5.535 0.503 2.552
H -5.098 2.567 0.517
H -4.316 1.151 -0.161
H -3.506 2.709 -0.244
H -3.070 0.923 5.151
H -1.650 1.560 7.071
H 0.776 2.005 6.733
H 1.721 1.744 4.415
H -4.811 -1.470 2.942
H -3.956 -1.170 4.463
H -3.861 -2.742 3.694
H -3.515 -2.338 0.645
H -1.930 -3.070 0.898
H -2.069 -1.519 0.060
H -1.140 -1.795 4.642
H 0.058 -1.618 3.353
H -0.908 -3.071 3.450
Se 1.645 -2.668 -4.176
P 2.154 -3.385 -2.278
C 1.709 -5.092 -1.928
C 2.651 -6.112 -1.995
C 2.252 -7.427 -1.807
C 0.921 -7.720 -1.557
C -0.022 -6.701 -1.500
C 0.369 -5.389 -1.689
C 3.902 -3.162 -1.823
C 4.759 -2.519 -2.709
C 6.084 -2.294 -2.356
C 6.554 -2.716 -1.122
C 5.701 -3.371 -0.238
C 4.378 -3.594 -0.583
C 1.346 -2.455 -0.943
C 0.701 -1.243 -0.900
N 0.553 -0.943 0.428
N 1.061 -1.962 1.140
N 1.518 -2.866 0.344
P 0.093 0.000 -2.039
Se -1.338 1.045 -0.765
C -0.821 -0.647 -3.426
C -0.585 -0.141 -4.700
C -1.305 -0.645 -5.772
C -2.237 -1.651 -5.570
C -2.473 -2.150 -4.294
C -1.773 -1.643 -3.215
C 1.443 1.067 -2.533
C 2.748 0.584 -2.601
C 3.775 1.447 -2.948
C 3.501 2.778 -3.227
C 2.200 3.256 -3.157
C 1.166 2.406 -2.803
H 3.690 -5.886 -2.200
H 2.982 -8.223 -1.862
H 0.614 -8.747 -1.412
H -1.062 -6.935 -1.313
H -0.367 -4.593 -1.661
H 4.384 -2.212 -3.678
H 6.752 -1.806 -3.053
H 7.591 -2.558 -0.855
H 6.079 -3.733 0.710
H 3.717 -4.109 0.102
H 0.171 0.617 -4.860
H -1.124 -0.264 -6.768
H -2.783 -2.052 -6.413
H -3.200 -2.936 -4.145
H -1.953 -2.028 -2.220
H 2.960 -0.460 -2.403
H 4.789 1.075 -3.012
H 4.307 3.447 -3.497
H 1.993 4.297 -3.365
H 0.157 2.789 -2.702
O 2.090 3.476 2.153
S 1.243 3.389 1.004
O 1.173 4.505 0.122
O 1.525 2.056 0.248
O -0.188 2.960 1.475
N -2.812 6.336 0.518
C -2.881 6.680 -0.945
C -2.617 5.410 -1.758
N -1.409 4.722 -1.405
H -2.942 7.149 1.121
H -1.897 5.920 0.721
H -3.512 5.635 0.770
H -2.106 7.426 -1.116
H -3.858 7.116 -1.143
H -2.595 5.710 -2.808
H -3.462 4.723 -1.654
H -1.416 4.131 -0.587
H -0.543 5.234 -1.473
N 3.534 0.240 0.787
C 3.000 -0.172 1.924
N 3.608 -1.071 2.688
O 1.871 0.288 2.340
H 4.402 -0.138 0.444
H 3.101 1.029 0.317
H 4.483 -1.487 2.417
H 3.069 -1.514 3.414
*
```

E_HOMO: -0.438 Ha
HOMO-LUMO gap: 6.118 eV
Relative energy (zero: lowest compared OMol25 entry of this formula, charge and spin): 0.0 kcal/mol
Max |F|: 0.017 Eh/bohr
DFT total energy: -8929.18836 hartree

Record 2
DFT (the ωB97M-V functional and the def2-TZVPD basis) results for a 7-piece molecular cluster, C41H57BrF7IN5O20S2 overall.

ORCA input file:
```
! RIJCOSX wB97M-V def2-TZVPD def2/J DEFGRID3
* xyz 1 1
C -1.375 -3.072 3.887
C -1.730 -3.344 2.610
C -1.095 -2.823 1.305
C 0.456 -2.861 1.349
C 1.205 -3.783 2.318
C 0.880 -5.254 2.447
Br 3.093 -3.628 1.813
C -1.697 -3.636 0.134
C -1.277 -5.076 -0.190
C -1.724 -6.225 0.704
F 0.070 -5.115 -0.487
N -3.165 -3.680 0.291
C -3.715 -2.444 0.479
N -5.007 -2.350 0.761
N -2.964 -1.307 0.417
N -3.272 -0.412 -0.633
C -4.013 -0.976 -1.740
C -3.285 -1.864 -2.710
O -5.164 -0.673 -1.879
C -3.922 0.856 -0.194
C -4.940 0.867 0.910
O -3.554 1.838 -0.753
C -1.552 -1.331 0.988
I -0.272 -0.396 -0.533
C -1.655 -0.402 2.208
C -0.415 -0.057 3.041
C 0.418 1.142 2.543
S 0.266 2.507 3.749
C 1.890 3.154 3.861
S 2.338 3.909 5.223
N 2.672 3.032 2.685
C 2.493 4.329 1.962
C 3.288 4.430 0.659
C 4.105 2.805 3.005
C 4.825 1.944 1.946
H -1.190 -3.906 4.559
H -1.306 -2.072 4.294
H -2.567 -4.025 2.485
H 0.803 -3.024 0.330
H 0.822 -1.867 1.590
H 1.176 -3.333 3.309
H 1.503 -5.658 3.248
H 1.136 -5.836 1.566
H -0.145 -5.439 2.762
H -1.476 -3.077 -0.786
H -1.766 -5.275 -1.156
H -0.945 -6.985 0.727
H -1.932 -5.939 1.730
H -2.620 -6.693 0.301
H -3.578 -4.127 -0.528
H -5.346 -1.622 1.367
H -5.666 -2.970 0.311
H -3.574 -2.899 -2.500
H -2.209 -1.801 -2.559
H -3.567 -1.598 -3.723
H -4.498 0.688 1.891
H -5.368 1.866 0.922
H -5.741 0.163 0.694
H -2.422 -0.844 2.851
H -2.078 0.544 1.856
H 0.217 -0.913 3.266
H -0.798 0.242 4.022
H 0.043 1.528 1.600
H 1.474 0.911 2.444
H 2.765 5.150 2.635
H 1.430 4.412 1.733
H 2.745 5.052 -0.048
H 4.271 4.863 0.850
H 3.460 3.452 0.216
H 4.609 3.768 3.106
H 4.164 2.278 3.952
H 4.187 1.737 1.090
H 5.703 2.499 1.615
H 5.167 1.011 2.390
C 9.110 2.448 4.779
C 7.976 1.580 4.278
O 7.021 2.551 3.875
C 7.702 3.672 3.521
O 7.232 4.571 2.902
O 8.974 3.618 3.961
F 7.442 0.813 5.258
H 8.971 2.720 5.826
H 10.088 1.998 4.645
H 8.233 0.946 3.429
C 5.569 7.333 2.944
C 5.761 8.171 1.698
O 4.455 8.201 1.153
C 3.572 8.066 2.184
O 2.411 8.290 2.110
O 4.213 7.640 3.296
F 6.601 7.590 0.810
H 5.662 6.269 2.723
H 6.244 7.592 3.754
H 6.096 9.194 1.882
C -8.027 -0.176 -3.268
C -7.979 1.028 -4.187
O -9.239 0.964 -4.820
C -10.107 0.345 -3.969
O -11.283 0.347 -4.089
O -9.422 -0.272 -2.975
F -6.999 0.919 -5.115
H -7.700 -1.077 -3.790
H -7.449 -0.051 -2.360
H -7.878 1.989 -3.680
C -11.044 -0.418 -7.674
C -10.040 -1.537 -7.829
O -10.860 -2.682 -7.810
C -12.093 -2.318 -8.289
O -12.927 -3.077 -8.638
O -12.201 -0.967 -8.307
F -9.166 -1.595 -6.786
H -11.262 -0.219 -6.624
H -10.744 0.506 -8.161
H -9.470 -1.517 -8.760
C 0.786 -5.118 -3.578
C 0.097 -4.304 -4.648
O 1.062 -3.334 -4.961
C 2.298 -3.879 -4.702
O 3.319 -3.433 -5.083
O 2.157 -5.000 -3.949
F -1.026 -3.686 -4.165
H 0.634 -4.674 -2.595
H 0.477 -6.160 -3.558
H -0.169 -4.860 -5.549
C 9.071 2.081 -1.112
C 9.714 2.958 -0.057
O 9.485 2.207 1.128
C 9.405 0.894 0.774
O 9.465 -0.005 1.546
O 9.249 0.771 -0.558
F 9.108 4.157 0.049
H 8.006 2.298 -1.203
H 9.544 2.153 -2.086
H 10.788 3.109 -0.180
*
```

E_HOMO: -0.370 Ha
HOMO-LUMO gap: 5.590 eV
Max |F|: 0.038 Eh/bohr
DFT total energy: -7741.90322 hartree

Record 3
DFT (the ωB97M-V functional and the def2-TZVPD basis) results for a 12-piece molecular cluster, C41H57Cl4N9O2 overall.

ORCA input file:
```
! RIJCOSX wB97M-V def2-TZVPD def2/J DEFGRID3
* xyz 0 1
N -0.347 -0.542 -4.645
C 0.644 0.351 -4.939
C 1.079 0.134 -6.219
C 0.227 -0.844 -6.771
C -0.647 -1.250 -5.784
H -0.849 -0.719 -3.786
H 1.004 0.995 -4.157
H 1.895 0.664 -6.681
H 0.225 -1.269 -7.762
H -1.445 -1.972 -5.786
N 2.117 -2.455 -4.161
C 2.101 -3.778 -4.498
C 2.949 -4.450 -3.619
C 3.566 -3.460 -2.842
C 3.014 -2.245 -3.151
H 1.545 -1.802 -4.679
H 1.386 -4.161 -5.208
H 3.125 -5.508 -3.528
H 4.320 -3.683 -2.102
H 3.222 -1.241 -2.818
N 0.253 0.070 5.714
C -0.247 -0.120 6.976
C 0.302 0.803 7.815
C 1.253 1.562 7.046
C 1.147 1.102 5.765
H 0.227 -0.583 4.950
H -0.859 -0.972 7.227
H 0.100 0.948 8.863
H 1.909 2.284 7.501
H 1.721 1.397 4.902
N 0.098 0.598 1.231
C 0.266 0.859 -0.099
C 0.874 -0.260 -0.670
C 0.957 -1.217 0.347
C 0.576 -0.640 1.528
H -0.136 1.299 1.927
H -0.027 1.796 -0.538
H 1.169 -0.355 -1.704
H 1.395 -2.199 0.248
H 0.650 -1.026 2.532
N -0.951 3.792 -3.685
C -0.678 5.131 -3.653
C 0.329 5.326 -2.738
C 0.586 4.068 -2.123
C -0.153 3.132 -2.798
H -1.646 3.375 -4.276
H -1.177 5.778 -4.355
H 0.795 6.270 -2.509
H 1.259 3.875 -1.303
H -0.236 2.058 -2.778
N -3.906 -1.900 4.394
C -3.578 -2.458 3.193
C -2.586 -1.674 2.650
C -2.327 -0.607 3.554
C -3.152 -0.784 4.637
H -4.651 -2.201 4.996
H -4.105 -3.276 2.735
H -2.063 -1.803 1.715
H -1.608 0.166 3.348
H -3.357 -0.197 5.516
N -4.570 1.429 0.353
C -4.360 2.025 -0.854
C -3.137 2.649 -0.837
C -2.629 2.481 0.491
C -3.466 1.615 1.145
H -5.393 0.892 0.548
H -5.122 2.026 -1.618
H -2.774 3.267 -1.641
H -1.668 2.826 0.839
H -3.469 1.267 2.163
N 2.947 3.222 -4.169
C 3.605 3.397 -5.358
C 4.459 2.314 -5.509
C 4.296 1.484 -4.373
C 3.357 2.074 -3.570
H 2.098 3.683 -3.875
H 3.404 4.167 -6.080
H 5.078 2.042 -6.348
H 4.725 0.503 -4.245
H 2.904 1.684 -2.672
N -1.895 -1.117 -1.739
C -3.196 -1.001 -2.143
C -3.413 -1.980 -3.085
C -2.270 -2.821 -3.111
C -1.353 -2.272 -2.239
H -1.452 -0.515 -1.059
H -3.794 -0.168 -1.813
H -4.339 -2.101 -3.627
H -2.088 -3.647 -3.777
H -0.339 -2.556 -2.011
C 2.035 -5.461 1.747
Cl 0.506 -4.666 1.387
Cl 1.747 -6.992 2.578
Cl 2.828 -5.786 0.192
Cl 3.100 -4.434 2.723
C 0.863 4.783 2.424
C 0.895 3.616 3.384
O -0.207 2.730 3.104
H 0.924 4.488 1.380
H 1.704 5.449 2.663
H 0.023 5.468 2.574
H 0.849 3.948 4.422
H 1.832 3.085 3.221
H -0.974 3.093 3.559
C 0.003 -3.603 6.518
C 0.199 -3.884 5.050
O 0.092 -2.695 4.263
H -0.965 -3.146 6.715
H 0.831 -2.960 6.819
H 0.077 -4.542 7.072
H -0.424 -4.669 4.603
H 1.192 -4.306 4.864
H -0.832 -2.569 4.007
*
```

E_HOMO: -0.284 Ha
HOMO-LUMO gap: 8.041 eV
Max |F|: 0.031 Eh/bohr
DFT total energy: -4080.45214 hartree

Record 4
DFT (the ωB97M-V functional and the def2-TZVPD basis) results for C41H58AsIrN4O2SSeSi as an isolated structure.

ORCA input file:
```
! RIJCOSX wB97M-V def2-TZVPD def2/J DEFGRID3
* xyz 3 6
Ir -0.088 0.506 0.154
C 2.506 2.689 -2.296
C 2.592 1.776 -1.085
C 3.460 2.339 0.040
C 3.272 1.648 1.399
N 2.413 2.401 2.329
C 1.282 1.976 2.928
Se 0.343 0.372 2.575
N 0.929 2.846 3.876
C -0.195 2.670 4.827
C -1.584 2.952 4.258
C -1.979 4.428 4.184
C -1.311 5.207 3.057
C 1.884 3.865 3.931
C 1.995 4.985 4.752
C 3.106 5.780 4.564
C 4.079 5.474 3.594
C 3.955 4.375 2.769
C 2.826 3.581 2.957
H 1.965 2.213 -3.113
H 3.508 2.925 -2.661
H 2.002 3.627 -2.056
H 2.970 0.795 -1.377
H 1.558 1.567 -0.708
H 3.292 3.412 0.146
H 4.505 2.236 -0.259
H 4.230 1.516 1.904
H 2.818 0.670 1.267
H 0.009 3.333 5.665
H -0.132 1.647 5.190
H -2.282 2.435 4.920
H -1.677 2.490 3.269
H -1.776 4.904 5.148
H -3.061 4.476 4.043
H -0.221 5.197 3.129
H -1.628 6.251 3.074
H -1.593 4.784 2.088
H 1.255 5.223 5.504
H 3.238 6.661 5.179
H 4.950 6.108 3.505
H 4.711 4.140 2.031
C 1.452 6.711 1.082
C 1.680 5.647 0.019
N 0.888 4.428 0.229
C -0.360 4.246 -0.189
S -1.206 2.742 0.029
N -1.011 5.251 -0.754
C -2.373 5.209 -1.319
C -3.445 5.475 -0.276
H 2.052 7.591 0.851
H 1.751 6.345 2.064
H 0.406 7.020 1.137
H 2.727 5.346 0.009
H 1.463 6.029 -0.981
H 1.303 3.659 0.728
H -0.573 6.159 -0.731
H -2.506 4.234 -1.784
H -2.400 5.964 -2.103
H -3.458 4.689 0.481
H -4.424 5.505 -0.755
H -3.284 6.434 0.216
C 3.492 -2.007 1.438
As 2.204 -2.340 0.071
C 1.103 -3.786 0.627
C 3.113 -2.850 -1.519
O 1.294 -0.952 -0.257
H 4.005 -2.940 1.670
H 2.989 -1.638 2.330
H 4.221 -1.281 1.083
H 1.738 -4.662 0.761
H 0.367 -3.979 -0.151
H 0.607 -3.545 1.565
H 3.750 -3.707 -1.301
H 3.720 -2.023 -1.880
H 2.377 -3.122 -2.272
O -1.889 -0.155 -0.073
Si -3.134 -0.968 -0.745
C -4.448 -1.374 0.547
C -4.598 -0.544 1.700
C -5.493 -0.889 2.677
C -6.309 -2.024 2.500
C -6.207 -2.829 1.349
C -5.315 -2.493 0.365
C -2.608 -2.505 -1.613
C -2.612 -2.599 -3.009
C -2.180 -3.758 -3.644
C -1.746 -4.840 -2.892
C -1.738 -4.767 -1.503
C -2.156 -3.605 -0.869
C -4.274 0.069 -1.782
C -4.025 1.444 -1.972
C -4.829 2.176 -2.821
C -5.922 1.570 -3.450
C -6.201 0.224 -3.247
C -5.395 -0.523 -2.407
H -3.977 0.336 1.815
H -5.587 -0.288 3.571
H -7.043 -2.274 3.257
H -6.835 -3.702 1.237
H -5.232 -3.112 -0.519
H -2.962 -1.768 -3.611
H -2.197 -3.820 -4.724
H -1.426 -5.748 -3.387
H -1.429 -5.625 -0.919
H -2.165 -3.567 0.218
H -3.183 1.913 -1.477
H -4.618 3.222 -3.004
H -6.563 2.158 -4.094
H -7.047 -0.238 -3.739
H -5.618 -1.571 -2.258
*
```

E_HOMO (spin up / spin down): -0.550 / -0.574 Ha
HOMO-LUMO gap (spin up / spin down): 8.462 / 4.897 eV
Relative energy (zero: lowest compared OMol25 entry of this formula, charge and spin): 13.7 kcal/mol
Max |F|: 0.020 Eh/bohr
DFT total energy: -7394.95593 hartree